Computed, not measured: a molecular structure, C33H45F2N3O21S3, with the ωB97M-V functional and the def2-TZVPD basis.

The geometry in XYZ format:
```
107
Properties=species:S:1:pos:R:3:forces:R:3
C -1.440 -3.606 -0.627 0.2 -1.4 -1.6
C -2.551 -3.545 0.141 -2.3 -0.8 -1.1
C -3.569 -2.714 -0.265 -1.5 -1.2 -0.9
C -3.483 -2.113 -1.498 1.1 -0.6 0.3
C -2.338 -2.169 -2.291 -10.0 -5.7 2.2
C -1.326 -2.918 -1.836 0.2 -4.0 1.3
N -4.612 -1.436 -2.032 -2.6 -0.7 0.3
O -4.399 -0.390 -2.607 0.0 0.5 -0.5
O -5.741 -1.949 -1.883 2.0 0.9 -0.2
H -0.649 -4.212 -0.210 -0.3 0.0 -0.4
H -2.679 -4.125 1.043 0.1 0.0 -0.2
H -4.497 -2.679 0.288 0.1 0.0 -0.5
H -2.389 -1.737 -3.279 -5.7 -3.8 0.2
H -0.363 -2.945 -2.325 -1.1 -0.1 -0.8
C 0.409 1.946 1.729 -1.4 -0.6 2.1
C -0.905 1.944 1.254 2.8 2.3 4.7
C -1.884 2.341 2.123 -1.0 -0.3 0.3
C -1.633 2.578 3.462 2.9 1.0 -1.6
C -0.270 2.735 3.861 -0.9 -1.4 0.4
C 0.802 2.357 3.024 -3.1 -0.4 0.2
N -2.752 2.771 4.356 4.2 0.7 -0.9
O -2.471 3.165 5.434 0.1 0.8 3.3
O -3.804 2.607 3.903 -5.0 -1.0 -1.4
H 1.120 1.550 1.019 -1.8 0.2 2.5
H -1.119 1.706 0.223 1.3 0.8 5.6
H -2.854 2.038 1.758 -0.5 1.3 0.4
H -0.071 2.856 4.915 0.0 0.5 0.1
H 1.770 2.268 3.494 -0.1 0.0 -0.3
C 2.761 1.869 1.281 2.3 5.1 0.5
C 2.896 3.165 1.716 2.5 0.6 1.3
C 3.883 3.480 2.674 -2.0 -1.4 1.6
C 4.326 2.359 3.482 0.5 2.0 -1.3
C 4.134 1.080 3.013 0.4 -0.5 1.3
C 3.418 0.855 1.873 2.9 -0.3 1.7
N 5.123 2.599 4.706 1.0 0.2 1.6
O 5.328 1.604 5.438 -0.4 2.0 -1.4
O 5.547 3.752 4.968 -1.1 -2.5 -0.9
H 2.139 1.639 0.428 2.9 3.9 0.7
H 2.155 3.840 1.311 1.5 0.7 1.3
H 3.899 4.475 3.093 0.5 0.1 -0.1
H 4.469 0.178 3.504 0.5 0.4 0.4
H 3.430 -0.081 1.335 1.4 -0.1 2.3
O 1.425 -1.646 -2.059 2.8 -2.0 2.5
S 2.632 -2.333 -1.633 4.1 -2.1 0.8
O 3.173 -2.173 -0.282 0.6 0.2 -3.6
O 2.430 -3.930 -2.009 0.8 2.9 -0.4
C 1.128 -4.500 -1.832 0.2 -1.2 1.0
C 1.345 -5.589 -0.816 -0.6 0.0 -0.7
C 4.136 -2.032 -2.684 -0.8 0.2 -0.3
H 0.805 -5.089 -2.690 0.1 0.9 -0.8
H 0.384 -3.765 -1.524 1.6 -1.1 -0.3
H 1.949 -6.309 -1.368 0.2 -0.3 0.7
H 0.330 -5.974 -0.715 0.2 -0.6 0.7
H 1.773 -5.181 0.099 -0.1 -1.0 -0.6
H 3.820 -1.619 -3.642 -0.1 -0.5 -0.2
H 4.701 -2.962 -2.750 -0.5 -0.1 -0.2
H 4.847 -1.302 -2.297 -0.6 0.1 0.8
O -4.009 2.987 0.198 1.5 0.6 -1.1
S -3.143 3.742 -0.698 0.2 2.6 0.6
O -3.090 5.213 -0.595 0.0 -2.7 -0.2
O -1.560 3.181 -0.552 -3.4 6.4 -1.4
C -0.430 4.080 -0.573 0.5 1.5 0.8
C 0.862 3.286 -0.398 -1.6 0.2 -1.7
C -3.612 3.264 -2.369 0.4 -0.3 0.3
H -0.525 4.712 0.311 -0.2 0.3 -0.2
H -0.369 4.693 -1.472 -0.5 -0.1 0.0
H 1.556 3.774 0.286 -1.1 0.1 -2.0
H 1.244 3.020 -1.384 0.5 0.5 0.3
H 0.504 2.376 0.084 1.0 2.0 -1.7
H -4.384 3.887 -2.822 0.2 0.5 0.6
H -4.061 2.277 -2.260 0.5 -0.2 -0.2
H -2.695 3.323 -2.956 -0.2 -0.3 -0.1
O -3.601 -2.060 1.920 0.6 -0.4 2.4
S -2.285 -1.852 2.460 2.1 3.6 0.8
O -1.882 -2.151 3.845 -1.0 0.1 -2.8
O -1.158 -2.480 1.404 0.1 0.5 2.5
C 0.140 -2.629 1.933 3.0 -1.0 1.4
C 1.230 -3.158 0.944 -2.2 1.3 0.0
C -1.868 -0.073 1.931 -0.6 -3.1 1.3
H 0.193 -3.391 2.710 -0.8 0.5 0.5
H 0.561 -1.688 2.286 -0.6 0.0 0.5
H 2.021 -2.456 0.678 -1.1 -0.5 2.1
H 0.662 -3.102 0.016 0.7 -0.7 0.0
H 1.651 -4.138 1.170 -0.5 0.6 0.4
H -2.306 0.596 2.671 0.2 -1.3 -0.2
H -2.214 0.120 0.916 -1.1 -0.6 0.5
H -0.797 0.032 1.759 -0.5 -0.7 1.5
C -0.605 -0.807 -0.820 -1.4 -0.1 0.2
C -0.608 0.570 -1.481 1.7 -5.3 0.7
O 0.711 0.860 -1.227 2.5 0.7 0.0
C 1.224 0.130 -0.208 3.0 0.5 0.9
O 2.325 0.274 0.347 -7.2 -8.4 -10.6
O 0.337 -0.649 0.270 -2.5 -1.8 -0.7
F -1.411 1.348 -0.812 -3.6 -5.0 -7.6
H -0.270 -1.617 -1.467 0.4 1.9 1.3
H -1.601 -1.177 -0.574 0.5 1.0 1.2
H -0.837 0.556 -2.546 0.0 0.4 3.9
C 0.742 -0.335 -3.911 -0.7 0.9 -3.1
C -0.759 -0.361 -4.040 1.0 0.3 -2.9
O -1.228 1.027 -3.916 -0.4 -1.4 -2.8
C -0.156 1.802 -3.679 2.0 5.4 1.5
O -0.197 3.055 -3.402 0.0 -6.5 -1.8
O 0.963 1.029 -3.545 0.3 1.1 -1.2
F -1.288 -1.207 -3.075 11.0 10.5 -5.0
H 1.286 -0.624 -4.810 -0.5 1.2 -1.2
H 1.184 -1.181 -3.385 -1.0 1.7 0.4
H -1.137 -0.811 -4.958 -0.1 0.6 -0.1
```
Positions in Å, forces in eV/Å.

Calculated values
- Energy: -4421.4687 hartree
- Kohn-Sham gap: 7.76 eV

Here are the Mulliken charges for atoms 1 to 2, given in e:
1 C 0.69
2 C -0.51

***

Computed, not measured: a molecular structure, C33H46BN7NiO5S, with the ωB97M-V functional and the def2-TZVPD basis.

The geometry in XYZ format:
```
94
Properties=species:S:1:pos:R:3:forces:R:3
Ni -1.051 -1.353 -0.598 -0.6 0.6 -0.1
C 2.701 -2.600 -4.137 0.0 0.0 0.1
C 1.483 -2.401 -3.234 -0.1 0.1 -0.1
C 0.430 -1.529 -3.921 0.1 -0.1 0.2
C 1.902 -1.815 -1.914 0.2 0.0 0.1
C 3.158 -1.888 -1.292 0.0 0.0 0.0
C 3.029 -1.197 -0.103 0.2 -0.2 -0.2
C 4.120 -1.067 0.926 -0.1 0.3 0.1
C 3.637 -1.128 2.378 0.0 0.0 -0.1
C 4.973 0.185 0.684 0.0 -0.1 0.1
N 1.771 -0.715 -0.052 0.1 0.1 0.3
N 1.081 -1.117 -1.141 -0.1 -0.3 -0.3
B 1.113 0.342 0.878 -0.1 0.0 -0.2
N 0.185 -0.339 1.910 0.2 0.1 0.1
N -0.496 -1.466 1.563 -0.1 0.0 -0.2
C -1.136 -1.888 2.652 0.2 0.1 0.3
C -0.842 -1.024 3.720 -0.1 0.0 -0.1
C -0.033 -0.036 3.208 -0.2 -0.2 0.3
C 0.345 1.202 3.978 0.3 0.1 -0.2
C 1.849 1.404 4.184 -0.1 0.1 0.1
C -0.322 2.444 3.380 0.0 -0.1 0.1
C -2.092 -3.041 2.842 -0.2 0.0 -0.3
C -2.041 -4.123 1.777 0.2 0.1 0.1
C -3.520 -2.486 2.973 0.1 0.0 0.0
N 0.308 1.313 -0.021 0.4 0.0 -0.1
N -0.666 0.834 -0.828 -0.6 0.1 0.2
C -1.078 1.835 -1.594 0.2 0.0 0.0
C -0.336 2.992 -1.289 0.0 0.0 0.0
C 0.547 2.614 -0.300 -0.1 0.1 0.0
C 1.641 3.438 0.318 0.1 0.0 0.0
C 1.183 4.876 0.555 0.0 -0.1 0.0
C 2.893 3.386 -0.566 -0.1 -0.1 0.1
C -2.124 1.702 -2.657 -0.1 0.1 0.0
C -1.576 2.168 -4.010 0.0 -0.1 0.0
C -3.378 2.507 -2.295 0.0 -0.1 0.0
H 2.385 -2.995 -5.104 0.0 0.0 0.0
H 3.409 -3.306 -3.698 0.0 0.0 0.0
H 3.215 -1.648 -4.300 0.0 0.0 0.0
H 1.047 -3.386 -3.040 0.0 0.0 0.0
H 0.830 -0.526 -4.091 0.0 0.0 0.0
H -0.463 -1.453 -3.306 -0.1 0.1 -0.1
H 0.137 -1.957 -4.882 0.0 0.0 0.0
H 4.038 -2.408 -1.634 0.0 0.0 0.0
H 4.758 -1.938 0.753 0.0 0.0 0.0
H 3.311 -0.146 2.715 0.0 -0.1 0.0
H 4.449 -1.459 3.030 0.0 0.0 0.0
H 2.799 -1.820 2.484 0.0 0.0 0.0
H 4.386 1.084 0.881 0.0 0.0 0.0
H 5.322 0.221 -0.349 0.0 0.0 0.0
H 5.845 0.190 1.346 0.0 0.0 0.0
H 1.974 0.960 1.433 0.0 0.0 0.0
H -1.216 -1.092 4.729 0.0 0.0 0.0
H -0.090 1.048 4.970 0.0 -0.1 0.0
H 2.345 1.679 3.253 0.0 0.0 0.1
H 2.302 0.488 4.566 0.0 0.1 0.0
H 2.025 2.204 4.909 0.0 0.0 0.0
H -0.039 2.562 2.337 0.0 0.1 -0.1
H -0.029 3.340 3.935 0.0 0.0 0.0
H -1.408 2.346 3.414 0.0 0.0 0.0
H -1.816 -3.485 3.806 0.0 0.0 0.0
H -2.365 -3.718 0.822 0.0 -0.1 -0.1
H -2.700 -4.951 2.047 0.0 0.0 0.0
H -1.028 -4.508 1.651 0.0 0.0 -0.1
H -3.812 -2.016 2.036 0.0 0.0 0.0
H -3.576 -1.725 3.753 0.0 0.0 0.0
H -4.226 -3.286 3.213 0.0 0.0 0.0
H -0.431 3.965 -1.743 0.0 0.0 0.0
H 1.909 3.009 1.284 -0.1 0.0 0.0
H 1.007 5.398 -0.387 0.0 0.0 0.0
H 1.941 5.431 1.114 0.0 0.0 0.0
H 0.253 4.890 1.126 0.0 0.0 0.0
H 2.682 3.796 -1.555 0.0 0.0 0.0
H 3.205 2.348 -0.692 0.1 0.0 -0.1
H 3.715 3.950 -0.115 0.0 0.0 0.0
H -2.379 0.647 -2.743 0.0 0.1 0.0
H -1.382 3.245 -4.002 0.0 0.0 0.0
H -2.303 1.960 -4.797 0.0 0.0 0.0
H -0.647 1.650 -4.254 0.0 0.0 0.0
H -3.168 3.580 -2.345 0.0 0.0 0.0
H -3.714 2.269 -1.286 0.0 0.0 0.0
H -4.193 2.277 -2.984 0.0 0.0 0.0
O -7.017 0.028 -1.877 0.1 0.0 0.0
C -5.863 -0.282 -1.631 -0.3 0.1 0.0
C -4.870 -0.827 -2.610 0.1 -0.1 -0.3
O -5.058 -0.980 -3.813 0.0 0.0 0.1
C -3.651 -1.083 -1.845 -0.2 0.1 0.5
C -3.830 -0.652 -0.490 -0.1 -0.1 -0.5
O -2.882 -0.722 0.341 0.3 -0.3 0.1
C -5.186 -0.140 -0.303 0.1 0.0 0.3
O -5.681 0.336 0.714 0.0 0.0 0.0
O -2.544 -1.548 -2.237 0.6 0.2 -0.1
S 1.167 -5.400 -0.780 0.5 -0.6 0.0
C 0.112 -4.172 -0.843 -0.8 0.5 0.0
N -0.660 -3.298 -0.901 0.2 -0.5 0.1
```
Positions in Å, forces in eV/Å.

Calculated values
- Energy: -3976.1924 hartree
- Energy above the lowest of the compared OMol25 structures with the same formula, charge and spin: 0.000 eV
- Kohn-Sham gap (spin up / spin down): 5.47 / 5.44 eV
- 2S+1: 3
- Total charge: -2

Here are the Mulliken charges for atoms 1 to 2, given in e:
1 Ni 2.35
2 C -1.87

***

Computed, not measured: a molecular structure, C33H46BeBrCl2F20N3NaO10PS3, with the ωB97M-V functional and the def2-TZVPD basis.

The geometry in XYZ format:
```
121
Properties=species:S:1:pos:R:3:forces:R:3
C 3.589 -2.937 -2.907 0.2 0.8 0.7
C 2.528 -2.167 -2.010 0.5 0.1 -1.0
C 1.447 -1.411 -2.898 1.0 -1.8 0.2
C 1.076 -2.510 -3.983 -0.2 0.7 0.0
C 0.137 -1.024 -2.164 -1.2 0.0 -0.2
C -0.040 -1.165 -0.595 0.4 -0.8 1.6
C 1.059 -0.860 0.461 1.2 -0.1 1.0
C 1.272 -2.079 1.464 -0.4 0.6 -1.5
C 2.737 -2.256 1.916 -2.0 -1.8 0.2
F 2.738 -3.390 2.709 0.4 0.6 -0.4
F 3.474 -2.591 0.818 0.6 0.7 0.6
C 3.350 -1.112 2.803 -1.9 0.1 1.6
F 3.725 -1.675 4.045 0.3 1.4 -2.4
F 2.277 -0.258 3.132 2.1 -1.3 -0.8
C 4.471 -0.202 2.142 -1.9 2.7 1.2
F 4.257 0.051 0.838 0.6 -1.3 0.5
F 4.246 1.084 2.698 0.8 -1.8 -0.1
C 5.960 -0.463 2.514 1.0 2.2 0.3
F 6.196 -0.343 3.821 -1.0 -0.7 -0.7
F 6.643 0.604 1.979 -0.5 -0.8 -0.4
S 6.806 -2.033 1.890 1.8 -3.3 0.5
F 6.181 -1.939 0.414 0.1 0.3 1.5
F 8.113 -1.103 1.323 -0.5 -0.7 0.3
F 7.596 -2.176 3.314 -0.4 0.4 -1.6
F 5.692 -3.018 2.459 0.3 1.4 -0.8
F 7.644 -3.328 1.387 -0.7 1.4 0.3
N -1.229 -0.352 -0.153 -0.1 1.8 -2.6
C -1.783 0.171 -1.486 -0.4 -1.1 0.3
P -3.141 1.299 -1.056 -4.1 2.7 0.3
O -4.426 0.276 -0.614 2.4 -0.2 0.1
O -2.820 2.068 0.314 0.2 -2.2 -1.4
S -3.907 2.501 -2.324 1.0 -0.5 -0.8
C -0.530 0.434 -2.420 1.2 -0.6 -0.5
N 0.605 1.261 -1.990 -1.1 -0.8 2.6
C 0.515 2.264 -1.190 0.9 1.6 0.6
C 1.656 2.362 -0.102 0.2 1.3 -1.6
C -0.373 3.530 -1.141 1.9 -1.9 -0.2
C -0.747 0.885 -3.911 1.0 1.0 0.3
F 0.525 1.005 -4.441 -0.6 -0.8 0.0
F -1.175 2.174 -3.973 -0.4 -1.0 0.6
C -1.560 0.059 -4.956 0.1 1.2 -1.9
F -2.139 0.959 -5.810 0.0 -0.3 0.9
F -0.672 -0.587 -5.792 -0.5 -0.5 1.1
C -2.714 -0.911 -4.597 -2.1 -1.4 -1.8
F -2.366 -2.125 -4.139 0.7 0.6 0.5
F -3.677 -0.432 -3.822 0.9 0.4 0.5
F -3.335 -1.172 -5.780 0.6 0.1 0.3
H 3.757 -2.413 -3.875 -0.3 -0.6 0.5
H 4.568 -2.877 -2.372 -0.6 -0.3 -0.3
H 3.334 -4.002 -3.045 0.1 0.6 -0.2
H 2.033 -2.930 -1.374 0.3 0.6 0.0
H 3.152 -1.450 -1.430 -0.9 -0.5 -0.1
H 2.024 -0.573 -3.341 -0.9 -0.2 0.2
H 1.074 -3.531 -3.525 0.2 0.7 -0.3
H 0.058 -2.377 -4.401 0.6 0.1 0.2
H 1.796 -2.476 -4.882 -1.1 -0.2 1.8
H -0.561 -1.835 -2.498 0.2 0.9 0.0
H -0.422 -2.206 -0.456 0.7 0.6 0.1
H 0.833 -0.007 1.145 -0.4 -0.5 -0.9
H 2.011 -0.561 -0.023 -0.7 -0.5 0.1
H 1.018 -2.992 0.875 0.6 0.3 0.6
H 0.537 -2.035 2.293 0.7 0.2 -0.2
H -1.070 0.542 0.355 0.5 -0.7 1.0
H -1.928 -0.824 0.433 0.2 0.1 0.0
H -2.264 -0.763 -1.871 0.1 1.1 -0.3
H -4.370 -0.538 -1.135 -0.5 0.1 0.0
H -3.556 1.908 0.953 0.8 0.0 0.8
H 2.152 3.345 -0.304 -0.3 -0.6 0.5
H 1.240 2.420 0.922 0.1 -0.3 -0.6
H 2.429 1.588 -0.246 -0.6 0.2 0.2
H -0.662 3.698 -0.075 0.1 -0.2 -0.9
H 0.317 4.378 -1.377 -0.4 -0.7 0.2
H -1.205 3.582 -1.850 0.2 -0.4 0.4
C -1.645 1.293 4.576 0.3 -0.1 0.0
C -2.103 1.043 3.142 -0.2 0.3 0.4
O -1.289 0.408 2.392 -0.1 -0.1 -0.5
O -3.231 1.489 2.852 0.1 -0.4 -0.3
H -0.655 0.877 4.754 0.0 0.0 0.0
H -1.610 2.366 4.771 -0.1 0.0 0.0
H -2.346 0.831 5.274 -0.1 0.1 0.0
Cl -2.299 4.870 -0.171 -1.7 2.1 0.9
C -8.434 1.317 -0.769 0.7 0.6 0.0
C -9.589 0.957 -0.218 -0.9 -0.2 0.3
C -9.973 1.421 1.126 1.0 0.4 -0.3
O -11.074 1.047 1.597 0.5 0.5 1.1
C -9.038 2.303 1.848 -0.3 -0.1 0.1
C -7.884 2.668 1.307 0.1 0.1 0.1
C -7.490 2.205 -0.047 0.0 -0.1 -0.1
O -6.443 2.539 -0.535 0.0 0.2 0.1
H -8.109 0.975 -1.799 -0.6 0.1 1.0
H -10.291 0.312 -0.726 0.1 -0.1 -0.1
H -9.340 2.631 2.828 0.0 0.0 0.0
H -7.183 3.315 1.821 0.0 0.0 0.0
Na 9.329 0.240 0.202 0.0 0.1 -0.1
Be 2.603 -2.640 -6.488 0.8 -0.1 -1.1
C 1.650 -2.524 -10.943 -0.2 -0.1 -0.5
C 2.134 -2.455 -9.575 -0.3 0.0 -0.7
N 2.514 -2.404 -8.499 0.1 0.1 0.3
H 0.655 -2.968 -10.989 0.0 0.0 0.2
H 1.588 -1.532 -11.392 0.1 0.1 0.2
H 2.309 -3.126 -11.567 0.1 0.0 0.2
O -1.482 -1.070 -8.555 0.3 -0.1 -0.1
H -1.012 -0.388 -9.042 -0.1 0.1 0.0
H -1.165 -0.972 -7.649 -0.2 0.0 -0.1
O 1.068 1.252 6.523 -0.2 -0.2 0.2
S 2.284 0.809 7.122 0.4 0.4 0.1
O 2.423 -0.505 7.670 -0.2 0.0 -0.1
O 2.729 1.879 8.230 0.3 -0.1 -0.5
C 1.784 2.226 9.254 -0.5 0.0 0.7
C 1.675 1.146 10.313 0.0 -0.3 -0.1
C 3.604 1.080 5.986 0.3 0.3 0.1
H 0.809 2.450 8.815 0.1 -0.1 -0.2
H 2.148 3.145 9.714 0.2 0.0 -0.3
H 1.231 0.238 9.903 0.0 0.0 0.0
H 1.050 1.482 11.141 0.0 0.1 0.0
H 2.661 0.879 10.695 0.0 0.1 0.0
H 3.530 2.093 5.598 0.0 0.0 0.0
H 3.509 0.366 5.176 -0.2 0.0 0.1
H 4.549 0.929 6.503 0.0 0.0 0.0
Br -9.018 -0.591 -2.866 -0.2 -0.9 -1.0
Cl -11.304 1.658 3.607 -0.4 -0.5 -1.0
```
Positions in Å, forces in eV/Å.

Calculated values
- Energy: -9405.7813 hartree
- Kohn-Sham gap: 1.47 eV

Here are the Mulliken charges for atoms 1 to 2, given in e:
1 C -1.12
2 C 0.19